Below is a molecular structure, C31H50ClGdP, with properties calculated with wB97M-V/def2-TZVPD.

2S+1: 8
HOMO-LUMO gap (spin up / spin down) in eV: 3.84 / 3.42
ΔE to the lowest compared entry with this formula, charge and spin in kcal per mole: 0.0
Net charge: -1
DFT total energy in eV: -75599.24367
F_max in eV/A: 4.08

CARTESIAN COORDINATES (ANGSTROEM)
1 Gd 2.38783 1.85984 3.11128
2 Cl 1.17892 -0.43376 3.74995
3 P -0.31211 -0.08741 -0.47554
4 C -0.96628 -1.21049 0.97125
5 H -0.08703 -1.14953 1.71892
6 H -1.86608 -0.63984 1.28418
7 C 1.53274 0.24113 -0.45760
8 C -0.98540 1.65281 -0.50502
9 C 2.10957 0.54558 -1.86800
10 H 1.55683 1.17610 0.16015
11 C 3.60056 0.92279 -1.86629
12 H 1.99600 -0.35596 -2.49137
13 H 1.55572 1.35024 -2.38237
14 C 4.47394 -0.09573 -1.13222
15 H 3.92950 0.99817 -2.91341
16 H 3.73537 1.92066 -1.42725
17 C 3.90407 -0.46357 0.24073
18 H 4.56348 -1.00305 -1.74451
19 H 5.49109 0.30519 -1.02674
20 C 2.41690 -0.83919 0.19340
21 H 4.45929 -1.31479 0.65386
22 H 4.09241 0.37207 0.93703
23 H 2.30316 -1.76554 -0.39593
24 H 2.05731 -1.05006 1.21669
25 C -0.81150 -0.98150 -1.97568
26 C -2.50431 1.71850 -0.71620
27 H -0.73014 1.98045 0.51872
28 C -3.07665 3.14222 -0.57380
29 H -2.75417 1.33992 -1.72081
30 H -3.01336 1.06439 -0.00085
31 C -2.37422 4.17824 -1.45711
32 H -4.15125 3.12759 -0.81035
33 H -2.98834 3.44880 0.47546
34 C -0.85081 4.11480 -1.31235
35 H -2.64398 4.00849 -2.50985
36 H -2.72775 5.18720 -1.20590
37 C -0.28482 2.68588 -1.43083
38 H -0.38703 4.76694 -2.07594
39 H -0.55938 4.53464 -0.34008
40 H -0.37501 2.37733 -2.48437
41 H 0.78766 2.75101 -1.20725
42 C 0.00389 -2.28246 -2.00104
43 H -1.86634 -1.23877 -1.78995
44 C -0.68404 -3.24164 -2.96248
45 H 1.03688 -2.07276 -2.32125
46 H 0.06236 -2.73716 -1.00140
47 C -0.87346 -2.61598 -4.35348
48 H -0.08967 -4.16185 -3.02063
49 H -1.65705 -3.50677 -2.53334
50 C -1.48997 -1.20770 -4.32444
51 H 0.10577 -2.56237 -4.84541
52 H -1.50120 -3.27944 -4.95474
53 C -0.78828 -0.26806 -3.34592
54 H -1.48979 -0.76958 -5.33104
55 H -2.53577 -1.28457 -4.01328
56 H 0.23792 -0.04935 -3.67119
57 H -1.31661 0.69598 -3.30193
58 C -0.31108 -3.77956 1.44867
59 C -1.41821 -2.85879 1.26366
60 H 0.40697 -3.91796 0.61343
61 C -2.57491 -3.28201 2.28889
62 H -1.80809 -2.90513 0.20733
63 C -2.07197 -3.55371 3.73853
64 H -3.29190 -2.48091 2.32227
65 H -3.19998 -4.19525 2.09604
66 C -0.98777 -4.62091 3.81632
67 H -1.68473 -2.61741 4.15273
68 H -2.89220 -3.83856 4.42288
69 C 0.13165 -4.34893 2.72547
70 H -0.56098 -4.67360 4.82563
71 H -1.43684 -5.60401 3.60604
72 H 0.82241 -3.62840 3.22764
73 H 0.71832 -5.28091 2.65149
74 C 1.02902 4.61444 3.93567
75 C 0.16697 3.50156 4.16077
76 C -0.04193 2.52703 3.12167
77 C 0.56774 2.72761 1.87430
78 C 1.59341 3.68561 1.67811
79 C 1.77140 4.69335 2.70892
80 H 1.07769 5.40834 4.63714
81 H -0.45689 3.48356 5.05319
82 H -0.78350 1.76274 3.25771
83 H 2.06542 3.80208 0.73327
84 H 2.33260 5.58172 2.47979



Below is a molecular structure, C39H53CoN4O3P, with properties calculated with wB97M-V/def2-TZVPD.

2S+1: 2
HOMO-LUMO gap (spin up / spin down) in eV: 5.70 / 5.76
DFT total energy in eV: -100326.18808
F_max in eV/A: 1.41

CARTESIAN COORDINATES (ANGSTROEM)
1 Co -0.18061 -0.27567 -0.01230
2 C -5.81041 0.69981 -2.78356
3 C -4.47483 1.31955 -3.20457
4 C -3.49304 1.34168 -2.07705
5 C -3.31799 2.33293 -1.12901
6 C -4.09194 3.60826 -1.02538
7 C -3.42385 4.74849 -1.79900
8 C -2.26834 1.88808 -0.27827
9 N -1.78531 0.66969 -0.68326
10 C -2.56263 0.31888 -1.75608
11 C -2.56334 -0.94000 -2.35909
12 C -1.68433 -1.94094 -2.04516
13 C -1.75190 -3.27334 -2.60505
14 C -2.90557 -3.80670 -3.39081
15 C -4.08968 -4.11689 -2.47016
16 C -0.63613 -3.92492 -2.18564
17 C 0.08478 -2.99778 -1.34270
18 C 1.28262 -3.27229 -0.73930
19 C 1.87307 -2.43896 0.21366
20 N 1.28958 -1.31813 0.74327
21 C 2.12792 -0.92053 1.75377
22 C 1.87209 0.11313 2.65655
23 C 0.81947 0.98428 2.54770
24 N -0.11865 0.96759 1.54900
25 C -0.84082 2.12300 1.69954
26 C -1.82766 2.56884 0.86125
27 C -0.38317 2.85791 2.85823
28 C 0.64142 2.14348 3.39228
29 C 1.47531 2.46850 4.58507
30 C 1.18762 1.54409 5.76760
31 C -0.87212 4.21046 3.25527
32 C -0.12149 5.27722 2.45415
33 C 3.28320 -1.74428 1.81262
34 C 3.10353 -2.72577 0.85888
35 C 4.02286 -3.84077 0.49115
36 C 4.79134 -3.50328 -0.78842
37 C 4.44313 -1.58274 2.74042
38 C 4.17883 -2.25761 4.08750
39 N -0.58328 -1.80451 -1.23849
40 C -0.25793 -5.35204 -2.40424
41 C -0.69223 -6.19910 -1.20837
42 H -6.50900 0.68796 -3.61817
43 H -6.25404 1.27148 -1.97125
44 H -5.66614 -0.32178 -2.44060
45 H -4.65272 2.33803 -3.55870
46 H -4.05648 0.75210 -4.03849
47 H -4.20946 3.89171 0.02329
48 H -5.09219 3.44508 -1.43185
49 H -2.51024 5.05888 -1.30179
50 H -4.08709 5.60743 -1.86711
51 H -3.16972 4.42582 -2.80631
52 H -3.32384 -1.13586 -3.09628
53 H -2.61086 -4.72389 -3.90563
54 H -3.22535 -3.08197 -4.14462
55 H -3.80482 -4.86007 -1.72830
56 H -4.93312 -4.49743 -3.04363
57 H -4.40694 -3.21678 -1.94958
58 H 1.78047 -4.19516 -0.97905
59 H 2.58926 0.25843 3.44875
60 H -2.31567 3.50124 1.09472
61 H 1.28341 3.50148 4.87839
62 H 2.53305 2.37568 4.32610
63 H 0.15908 1.65130 6.10446
64 H 1.85563 1.78446 6.59275
65 H 1.34323 0.50721 5.48110
66 H -0.70108 4.36273 4.32155
67 H -1.94554 4.29995 3.07708
68 H 0.93646 5.26473 2.70602
69 H -0.51569 6.26740 2.66368
70 H -0.21337 5.08178 1.38874
71 H 3.44197 -4.75545 0.34367
72 H 4.73541 -4.01501 1.29888
73 H 4.09810 -3.33318 -1.60730
74 H 5.46545 -4.31165 -1.06541
75 H 5.36837 -2.59293 -0.64137
76 H 4.64907 -0.52176 2.90016
77 H 5.33355 -2.02218 2.28375
78 H 3.28562 -1.84343 4.54959
79 H 5.02687 -2.12245 4.75603
80 H 4.01528 -3.32179 3.94182
81 H 0.82056 -5.44741 -2.53325
82 H -0.73336 -5.73670 -3.30804
83 H -0.22774 -5.82158 -0.30148
84 H -0.40917 -7.24085 -1.34299
85 H -1.77039 -6.14540 -1.08603
86 C 3.12745 2.55483 0.86417
87 O 2.68874 1.44104 0.09531
88 P 1.39526 1.41085 -0.87041
89 O 2.09252 1.59804 -2.35770
90 C 2.98228 0.59805 -2.80102
91 O 0.90979 2.93782 -0.72619
92 C 0.20820 3.58821 -1.77321
93 H 3.99101 3.02291 0.38892
94 H 3.40348 2.17445 1.84726
95 H 2.32964 3.28527 0.96950
96 H 3.32489 0.89821 -3.79229
97 H 2.48423 -0.37326 -2.85090
98 H 3.83405 0.52827 -2.12051
99 H 0.03596 4.60904 -1.42500
100 H -0.74210 3.09232 -1.98495
101 H 0.81824 3.61414 -2.67835



Below is 3 unconnected molecules or ions with the total composition H6O3, with properties calculated with wB97M-V/def2-TZVPD.

2S+1: 2
HOMO-LUMO gap (spin up / spin down) in eV: 3.28 / 11.24
ΔE to the lowest compared entry with this formula, charge and spin in kcal per mole: 0.8
Net charge: -1
DFT total energy in eV: -6239.12794
F_max in eV/A: 1.56

CARTESIAN COORDINATES (ANGSTROEM)
1 O 0.77965 0.32644 0.04443
2 H 1.41620 -0.19644 -0.44305
3 H 0.28190 -0.31401 0.55266
4 O -0.49417 -1.52644 1.61280
5 H -1.31421 -1.35378 2.07536
6 H -0.67218 -2.31042 1.09325
7 O -0.24210 2.09730 -1.64247
8 H 0.02216 1.55242 -0.90119
9 H 0.22275 1.72494 -2.39180



Below is a molecular structure, C14H16F3N4PtS2, with properties calculated with wB97M-V/def2-TZVPD.

2S+1: 1
HOMO-LUMO gap (spin up / spin down) in eV: 4.23 / 4.23
Net charge: +3
DFT total energy in eV: -53776.09921
F_max in eV/A: 3.40

CARTESIAN COORDINATES (ANGSTROEM)
1 Pt -1.08849 0.60068 -1.69591
2 C -5.59044 -0.24722 0.74743
3 C -5.20291 0.10145 -0.63550
4 N -5.95248 0.00206 -1.69784
5 N -5.19926 0.42417 -2.73480
6 C -3.98134 0.76843 -2.37039
7 S -2.59274 1.31266 -3.26711
8 N -3.96234 0.57816 -1.03189
9 N -2.80658 0.90113 -0.28537
10 H -6.61742 -0.60600 0.73447
11 H -5.53663 0.62415 1.40306
12 H -4.95408 -1.04053 1.14554
13 H -5.60711 0.45126 -3.66577
14 H -2.89745 1.86937 0.03423
15 H -2.76012 0.29439 0.53316
16 C 1.85129 -0.89343 -2.61542
17 S 0.27548 -0.34639 -3.29450
18 C 0.83964 0.95880 -4.41239
19 H 2.28475 -1.55248 -3.36794
20 H 1.65701 -1.46093 -1.71070
21 H 2.50061 -0.04269 -2.42714
22 H 1.54570 1.61268 -3.90784
23 H -0.02383 1.51604 -4.76795
24 H 1.30957 0.45771 -5.25865
25 F 4.68988 -0.37672 5.65507
26 C 5.05469 -0.89565 4.48868
27 F 6.23897 -0.42428 4.14082
28 F 5.11284 -2.21990 4.59146
29 C 3.98910 -0.54996 3.44729
30 C 2.66314 -0.97501 3.71226
31 C 1.68777 -0.72309 2.80081
32 C 2.02136 -0.04539 1.57601
33 C 3.36901 0.41890 1.35498
34 C 4.33557 0.15617 2.27730
35 C 1.07343 0.12303 0.59075
36 C 0.21170 0.29449 -0.28600
37 H 2.44868 -1.49766 4.63573
38 H 0.66789 -1.03898 2.96975
39 H 3.58966 0.98340 0.45921
40 H 5.35549 0.48717 2.13509



Below is C4H6N4 in the gas phase, with properties calculated with wB97M-V/def2-TZVPD.

2S+1: 1
HOMO-LUMO gap in eV: 8.95
ΔE to the lowest compared entry with this formula, charge and spin in kcal per mole: 145.3
DFT total energy in eV: -10199.64061
Structure (SMILES): c1cn[nH]cn[nH]c1
F_max in eV/A: 4.88

CARTESIAN COORDINATES (ANGSTROEM)
1 C 1.21927 1.16535 -0.20391
2 C 1.37272 0.09738 -1.08556
3 C 0.46612 -0.97398 -1.42698
4 C -1.04630 -0.26321 1.30028
5 H 0.75412 2.61204 1.29805
6 H 2.21644 1.71496 -0.41051
7 H 2.35820 -0.03467 -1.69121
8 H 0.95791 -1.63436 -2.25587
9 H -1.82071 -1.94486 0.16147
10 H -1.39649 -0.58706 2.42822
11 N 0.25776 1.73918 0.64938
12 N -0.58362 -1.63906 -0.97865
13 N -1.14471 -1.23317 0.19593
14 N -0.69234 1.09316 1.41432



Below is C5H9N2P in the gas phase, with properties calculated with wB97M-V/def2-TZVPD.

2S+1: 1
HOMO-LUMO gap in eV: 8.25
ΔE to the lowest compared entry with this formula, charge and spin in kcal per mole: 61.4
DFT total energy in eV: -17596.41868
F_max in eV/A: 4.70

CARTESIAN COORDINATES (ANGSTROEM)
1 C -0.47127 -0.39381 -0.84742
2 C 0.66689 -1.71102 0.66628
3 C -0.48822 0.96940 0.74800
4 C -1.00222 -0.01050 -2.17488
5 C 0.97352 1.54369 0.88455
6 N 0.09060 -1.42820 -0.58462
7 N -0.29027 -1.53260 1.74476
8 P -1.03429 -0.19404 2.04294
9 H 0.88016 -2.83975 0.67069
10 H 1.56103 -1.17959 0.86898
11 H -1.08846 1.82316 0.57514
12 H -0.36083 0.50717 -2.85437
13 H -1.94974 0.54072 -2.10112
14 H -1.23538 -0.93020 -2.59796
15 H 1.56638 0.59591 1.03006
16 H 0.87055 2.07911 1.85496
17 H 1.31154 2.16055 0.07398



Below is C4H5NOS in the gas phase, with properties calculated with wB97M-V/def2-TZVPD.

2S+1: 1
HOMO-LUMO gap in eV: 10.34
ΔE to the lowest compared entry with this formula, charge and spin in kcal per mole: 63.7
DFT total energy in eV: -18599.15854
Structure (SMILES): C#CC(=O)N(C)S
F_max in eV/A: 2.17

CARTESIAN COORDINATES (ANGSTROEM)
1 C 0.29157 1.89086 -0.01875
2 C 0.37605 -0.44702 -0.65596
3 C -0.46083 -1.67598 -0.72476
4 C -1.08662 -2.69188 -0.68898
5 H 1.11923 2.27134 0.63222
6 H 0.56661 1.93214 -1.03913
7 H -0.57987 2.48473 0.12700
8 H 0.64753 -0.29891 2.34162
9 H -1.51250 -3.65564 -0.62478
10 N -0.01752 0.49409 0.29665
11 O 1.26857 -0.27454 -1.47122
12 S -0.61224 -0.02920 1.82610



Below is 3 unconnected molecules or ions with the total composition C16H17FO11S2, with properties calculated with wB97M-V/def2-TZVPD.

2S+1: 1
HOMO-LUMO gap in eV: 8.13
DFT total energy in eV: -63775.25785
Structure (SMILES): CCOc1cc2c(cc1F)C(=O)C=CC2=O.O=S1(=O)OCCO1.O=S1(=O)OCCO1
F_max in eV/A: 1.14

CARTESIAN COORDINATES (ANGSTROEM)
1 C 1.80281 1.45746 0.60068
2 C 1.03452 0.95698 -0.61657
3 O 0.45483 2.05835 -1.34137
4 C -0.84766 2.30805 -1.09578
5 C -1.84194 1.34073 -1.21606
6 C -3.16262 1.66542 -0.96065
7 C -3.51438 2.97128 -0.61097
8 C -2.54218 3.95549 -0.51457
9 C -1.22991 3.60691 -0.74969
10 F -0.28835 4.54632 -0.64286
11 C -4.95276 3.24646 -0.33082
12 O -5.49620 4.29604 -0.58555
13 C -5.69680 2.09174 0.26405
14 C -5.35369 0.84427 -0.05288
15 C -4.23767 0.63355 -1.02476
16 O -4.22695 -0.28714 -1.81508
17 H 2.59338 2.11937 0.25421
18 H 2.20766 0.58739 1.10617
19 H 1.07656 1.98691 1.21871
20 H 1.68560 0.42463 -1.30495
21 H 0.27196 0.24539 -0.29510
22 H -1.55069 0.34117 -1.50946
23 H -2.80468 4.96854 -0.24149
24 H -6.49620 2.31005 0.96111
25 H -5.85141 -0.02518 0.35771
26 C -2.45378 -3.56762 0.52269
27 C -1.91582 -2.32249 -0.15056
28 O -0.82771 -1.91778 0.69610
29 S -0.11624 -3.20508 1.32611
30 O 1.02523 -3.54810 0.55787
31 O -0.02834 -3.01924 2.72850
32 O -1.27928 -4.24944 0.98725
33 H -3.07881 -3.32352 1.38364
34 H -3.00197 -4.21213 -0.15820
35 H -2.64742 -1.52421 -0.21283
36 H -1.52500 -2.53929 -1.14668
37 C 6.87574 -1.78551 -0.09918
38 C 6.04388 -2.20420 1.09711
39 O 5.24826 -1.04448 1.38242
40 S 4.88589 -0.28596 0.02504
41 O 3.60372 -0.70707 -0.40836
42 O 5.21377 1.08373 0.17546
43 O 5.97148 -1.00939 -0.89855
44 H 7.71580 -1.15323 0.19321
45 H 7.23448 -2.62937 -0.68145
46 H 6.64439 -2.44992 1.96785
47 H 5.37849 -3.03591 0.85852



Below is a gas-phase ion, C2H7N2O2 (charge +1), with properties calculated with wB97M-V/def2-TZVPD.

2S+1: 1
HOMO-LUMO gap in eV: 11.27
ΔE to the lowest compared entry with this formula, charge and spin in kcal per mole: 119.6
Net charge: +1
DFT total energy in eV: -9251.58809
Structure (SMILES): C/[N+](O)=N/CO
F_max in eV/A: 4.74

CARTESIAN COORDINATES (ANGSTROEM)
1 C 1.49591 0.72592 -0.45517
2 C -2.12052 -0.13023 -0.02987
3 N -0.09783 0.69493 -0.54216
4 N -0.75189 -0.02467 0.14458
5 O 2.36444 -0.21475 0.34732
6 O -0.27342 -0.76301 1.12734
7 H 0.68108 -0.68049 1.15429
8 H 1.70573 1.61614 0.03096
9 H 1.76392 0.54207 -1.48693
10 H -2.37486 -1.09299 0.47444
11 H -2.61432 0.63011 0.42430
12 H -2.36026 -0.22423 -1.08163
13 H 2.58200 -1.07880 -0.10747



Below is 2 unconnected molecules or ions with the total composition Br2ClHSi, with properties calculated with wB97M-V/def2-TZVPD.

2S+1: 3
HOMO-LUMO gap (spin up / spin down) in eV: 8.08 / 7.36
ΔE to the lowest compared entry with this formula, charge and spin in kcal per mole: 0.0
DFT total energy in eV: -160500.69745
F_max in eV/A: 2.50

CARTESIAN COORDINATES (ANGSTROEM)
1 Si -0.63834 -0.34475 0.14990
2 Cl 0.82234 -0.45100 -1.18861
3 Br -2.11109 -2.02407 0.12160
4 Br 3.03328 1.69093 0.59586
5 H -1.10620 1.12889 0.32126



Below is a molecular structure, C2H3NO2S, with properties calculated with wB97M-V/def2-TZVPD.

2S+1: 1
HOMO-LUMO gap in eV: 9.50
ΔE to the lowest compared entry with this formula, charge and spin in kcal per mole: 105.0
DFT total energy in eV: -18538.89737
F_max in eV/A: 7.57

CARTESIAN COORDINATES (ANGSTROEM)
1 C -1.91166 -0.47342 0.32769
2 C 1.55427 -0.46751 0.17428
3 H -2.35973 -1.03109 1.55063
4 H -0.64270 -0.09218 1.90542
5 H 0.73130 -1.05883 0.68734
6 N -0.89470 0.43114 0.68801
7 O -2.15750 -0.52478 -0.91799
8 O 2.64757 -0.72748 -0.17228
9 S 0.42236 0.92674 -0.20307



Below is 2 unconnected molecules or ions with the total composition C5H11N, with properties calculated with wB97M-V/def2-TZVPD.

2S+1: 1
HOMO-LUMO gap (spin up / spin down) in eV: 8.13 / 8.13
ΔE to the lowest compared entry with this formula, charge and spin in kcal per mole: 99.5
DFT total energy in eV: -6849.21201
F_max in eV/A: 0.61

CARTESIAN COORDINATES (ANGSTROEM)
1 C -1.41194 -1.40758 0.02592
2 C -0.44326 -0.64481 0.86553
3 C -0.57708 1.91130 -0.37695
4 N 0.80048 -0.48817 0.55714
5 C 1.67331 -0.68742 -0.58624
6 C 1.88204 0.32432 0.47790
7 H -0.95088 -1.75798 -0.90296
8 H -1.81171 -2.26999 0.56884
9 H -2.26560 -0.76922 -0.24507
10 H -0.78795 -0.13042 1.75807
11 H -1.09239 1.23976 -1.07285
12 H -0.34398 2.84756 -0.88036
13 H -1.23361 2.10042 0.47787
14 H 1.24124 -0.36771 -1.54123
15 H 2.21149 -1.63636 -0.61662
16 H 2.66538 0.44403 1.20891
17 H 0.39926 1.51318 -0.04159